Entry 1:
One molecule with the formula C3H5N3S. Source: OMol25; level of theory: wB97M-V/def2-TZVPD.

The geometry in XYZ format:
```
12
Properties=species:S:1:pos:R:3:forces:R:3:mulliken_charge:R:1
C 0.9681 -1.6334 -0.0174 -3.2 0.3 3.6 -0.929
C 0.4360 -0.2176 -0.2091 5.3 -1.1 -0.1 0.738
C -0.9808 1.9641 -0.0877 -0.6 4.3 -0.4 -0.011
H -0.0687 -2.3345 -0.3292 3.8 1.4 1.0 0.258
H 1.0099 -1.4321 1.2735 0.3 -1.8 -3.5 0.201
H 1.9534 -1.8346 -0.4417 -0.5 -0.2 0.1 0.347
H -1.5212 2.8818 0.2819 0.6 -0.8 -0.7 0.371
H -1.1418 -0.9530 0.7215 0.2 0.8 -1.7 0.341
N 1.3389 0.7425 -0.3061 -3.2 -0.3 -1.7 -0.524
N -1.5594 0.9227 0.1906 -1.2 -3.3 2.0 -0.656
N -0.8743 -0.2836 -0.0524 -3.2 1.2 0.6 -0.026
S 0.4398 2.1776 -1.0238 1.7 -0.6 0.7 -0.111
```
Forces are in eV/Å.

For the largest force on an atom, the calculation gives 0.10513 hartree/bohr. As for the spin multiplicity: 1. The HOMO-LUMO gap comes out at 0.32649 Eh.



Entry 2:
One molecule with the formula C5H7N. Source: OMol25; level of theory: wB97M-V/def2-TZVPD.

The geometry in XYZ format:
```
13
Properties=species:S:1:pos:R:3:forces:R:3:mulliken_charge:R:1
C 1.6432 0.7526 0.4692 0.2 0.1 0.0 -0.804
N 0.3139 0.2317 0.7184 0.0 0.1 0.0 -0.318
C 0.1108 -1.1952 0.6517 0.0 -0.2 0.1 -0.328
C -0.3644 -0.3029 -0.4474 0.0 0.1 -0.2 -0.112
C -1.7253 0.1204 -0.7031 -0.4 0.1 -0.2 -0.943
C -2.8054 0.5457 -1.0229 0.4 -0.2 0.1 0.352
H 1.5437 1.7785 0.1009 0.1 -0.1 0.1 0.284
H 2.2067 0.1669 -0.2782 -0.1 0.0 0.1 0.326
H 2.2128 0.7723 1.4028 -0.1 0.0 -0.1 0.275
H 0.9635 -1.8305 0.4013 -0.1 0.1 0.1 0.271
H -0.5817 -1.6152 1.3768 0.0 0.1 -0.2 0.244
H 0.2334 -0.3734 -1.3588 -0.1 0.0 0.1 0.336
H -3.7511 0.9490 -1.3106 0.1 -0.1 0.1 0.417
```
Forces are in eV/Å.

For the largest force on an atom, the calculation gives 0.00924 hartree/bohr. As for the spin multiplicity: 1. The HOMO-LUMO gap comes out at 0.38629 Eh.



Entry 3:
One molecule with the formula C2H3ClF2S. Source: OMol25; level of theory: wB97M-V/def2-TZVPD.

The geometry in XYZ format:
```
9
Properties=species:S:1:pos:R:3:forces:R:3:mulliken_charge:R:1
C 0.8155 0.1342 -0.5618 -1.5 -1.3 -1.4 0.347
C -0.6138 -0.0440 -0.1371 -2.5 0.9 -0.8 -0.289
F 1.1415 1.3604 -0.8511 0.5 3.1 0.3 -0.238
F 1.5617 -0.3158 0.4287 1.5 -0.5 0.6 -0.229
S -1.0436 0.8490 1.3656 0.3 -0.9 0.6 -0.164
Cl -0.7820 -1.8356 0.0495 -0.5 0.6 -0.3 -0.140
H 0.9263 -0.3403 -1.5280 0.6 -1.3 0.1 0.223
H -1.4053 0.3952 -0.8789 1.8 -1.2 0.8 0.319
H -0.6004 -0.2030 2.1132 -0.1 0.8 0.1 0.171
```
Forces are in eV/Å.

For the largest force on an atom, the calculation gives 0.06045 hartree/bohr. As for the spin multiplicity: 1. The HOMO-LUMO gap comes out at 0.38689 Eh.



Entry 4:
A 2-piece molecular cluster, C3H2FNO overall. Source: OMol25; level of theory: wB97M-V/def2-TZVPD.

The geometry in XYZ format:
```
8
Properties=species:S:1:pos:R:3:forces:R:3:mulliken_charge:R:1
C 2.1070 -1.3781 -0.6861 4.4 1.9 4.0 0.041
C -1.4349 1.6364 0.2990 -1.0 -0.9 -0.7 0.640
C -1.1041 0.3715 0.4635 1.6 0.0 1.7 -0.391
N 2.9343 -1.0364 0.0572 -1.8 -0.6 -1.5 -0.344
O -1.8476 2.6942 0.0803 0.3 0.5 0.1 -0.311
F -1.7641 -0.6505 -0.1258 -0.1 0.2 -0.2 -0.235
H 1.4315 -1.7486 -1.3058 -2.7 -1.3 -2.5 0.308
H -0.3221 0.1115 1.2177 -0.8 0.2 -1.0 0.293
```
Forces are in eV/Å.

For the largest force on an atom, the calculation gives 0.12185 hartree/bohr. As for the spin multiplicity: 1. The HOMO-LUMO gap comes out at 0.34202 Eh.



Entry 5:
One molecule with the formula C5H11NO. Source: OMol25; level of theory: wB97M-V/def2-TZVPD.

The geometry in XYZ format:
```
18
Properties=species:S:1:pos:R:3:forces:R:3:mulliken_charge:R:1
C -2.1111 -0.6879 -0.9937 -0.1 0.0 -0.1 -1.168
C -1.4233 0.0453 0.1565 -0.1 0.0 0.0 -0.615
C -0.0159 0.4736 -0.1949 -0.3 0.0 -0.2 0.356
C 0.8584 1.0032 0.9602 0.1 -0.7 0.0 -0.915
N 0.9165 -0.6096 -0.4852 0.1 -0.2 -0.5 -0.445
C 1.8462 -0.3180 0.5828 -0.5 0.4 0.2 -0.077
O 3.1422 0.0380 0.2096 -0.2 0.4 -0.1 -0.516
H -2.1468 -0.0611 -1.8920 0.0 -0.1 0.1 0.303
H -1.5860 -1.6121 -1.2653 -0.1 0.2 0.1 0.311
H -3.1365 -0.9628 -0.7323 0.1 0.0 0.0 0.356
H -1.9950 0.9409 0.4299 0.0 -0.1 0.0 0.289
H -1.3815 -0.5924 1.0500 0.0 0.0 -0.1 0.328
H -0.0476 1.1533 -1.0593 -0.2 0.1 0.2 0.290
H 3.0113 0.9164 -0.1507 0.6 0.3 -0.4 0.296
H 1.1072 2.0890 0.7963 0.9 -1.2 0.1 0.270
H 0.3780 1.0069 1.9480 0.1 -0.4 -0.2 0.299
H 0.5413 -1.5498 -0.4883 0.0 0.1 0.0 0.294
H 2.0425 -1.2730 1.1283 -0.6 1.2 0.8 0.343
```
Forces are in eV/Å.

For the largest force on an atom, the calculation gives 0.03011 hartree/bohr. As for the spin multiplicity: 1. The HOMO-LUMO gap comes out at 0.37078 Eh.



Entry 6:
C18H24N5O4S2ScSe3Te as an isolated structure. Source: OMol25; level of theory: wB97M-V/def2-TZVPD.

The geometry in XYZ format:
```
58
Properties=species:S:1:pos:R:3:forces:R:3:mulliken_charge:R:1
Sc 0.0829 0.0158 0.5275 0.5 0.2 0.2 0.666
Se -0.9341 -2.5593 1.0020 0.0 -0.1 -0.2 -0.468
Se -1.3369 -2.0310 3.2161 0.0 0.1 0.0 -0.290
Te -2.8592 0.0860 2.9853 -0.2 -0.1 -0.1 -0.243
Se -2.4968 0.6774 0.5997 0.0 0.1 0.2 -0.456
N 2.0474 -1.2514 1.3313 -0.2 -0.1 0.2 -0.103
C 2.7728 -0.5557 2.3997 0.0 0.0 0.0 0.111
C 2.7830 -1.4261 3.6741 0.0 0.0 0.0 -0.524
C 3.4881 -0.8601 4.9187 0.0 0.0 0.0 -0.956
C 2.5454 -0.5184 6.0766 0.0 0.1 0.0 -0.950
N 1.7543 0.6829 5.7966 -0.1 0.0 -0.1 -0.150
C 0.4421 0.7159 5.5278 0.1 0.0 0.0 0.797
N -0.3907 -0.1893 6.0415 -0.1 0.1 0.1 -0.304
N -0.0448 1.7199 4.7979 0.0 0.0 -0.1 -0.457
C 2.0329 0.7400 2.6929 0.0 0.1 0.1 0.133
O 2.5472 1.6327 3.3714 0.1 0.0 -0.1 -0.859
O 0.8188 0.7702 2.2865 -0.2 0.1 -0.2 0.013
H 1.3733 -1.9013 1.7430 0.1 -0.1 0.0 0.160
H 2.6652 -1.8317 0.7766 0.1 0.2 -0.1 0.277
H 3.7776 -0.3026 2.0629 0.0 0.0 0.0 0.391
H 3.2302 -2.3843 3.4014 0.0 0.0 0.0 0.510
H 1.7325 -1.6406 3.9092 0.0 0.0 0.0 0.161
H 4.0610 0.0312 4.6560 0.0 0.0 0.0 0.414
H 4.2059 -1.5883 5.3019 0.0 0.0 0.0 0.396
H 3.1253 -0.3493 6.9848 0.0 0.0 0.0 0.342
H 1.8765 -1.3582 6.2688 0.0 0.0 0.0 0.363
H 2.2661 1.3663 5.2442 0.0 0.0 0.0 0.361
H -0.0764 -0.8879 6.6868 0.0 -0.1 0.0 0.222
H -1.3337 -0.2397 5.6949 0.0 0.0 0.0 0.077
H 0.6293 2.1400 4.1603 0.0 0.0 0.0 0.352
H -0.9614 1.5748 4.3654 0.1 0.0 0.2 0.087
O 0.6749 -0.7855 -1.3388 -0.1 0.0 -0.1 0.112
S 1.9485 -1.3876 -1.8912 -0.1 -0.1 -0.1 0.107
C 1.3609 -2.8440 -2.7537 0.0 0.0 0.0 0.841
C 2.2910 -3.7017 -3.3233 0.0 0.0 0.0 -0.443
C 1.8432 -4.8383 -3.9752 0.0 0.0 0.0 -0.635
C 0.4822 -5.1128 -4.0356 0.0 0.0 0.0 -0.463
C -0.4325 -4.2552 -3.4433 0.0 0.0 0.0 -0.819
C 0.0034 -3.1082 -2.7935 0.0 0.0 0.0 -0.390
C 2.3711 -0.3681 -3.2865 0.0 0.1 0.0 0.322
C 3.6885 -0.3641 -3.7148 0.0 0.0 0.0 -0.165
C 4.0367 0.4248 -4.7999 0.0 0.0 0.0 -0.693
C 3.0749 1.2117 -5.4184 0.0 0.0 0.0 -0.409
C 1.7646 1.2164 -4.9569 0.0 0.0 0.0 -0.747
C 1.4010 0.4209 -3.8821 0.0 0.0 0.0 -0.264
H 3.3510 -3.4839 -3.2626 0.0 0.0 0.0 0.350
H 2.5556 -5.5145 -4.4284 0.0 0.0 0.0 0.392
H 0.1356 -6.0057 -4.5387 0.0 0.0 0.0 0.387
H -1.4904 -4.4779 -3.4765 0.0 0.0 0.0 0.416
H -0.6950 -2.4366 -2.3120 0.0 0.0 0.0 0.491
H 4.4356 -0.9500 -3.1931 0.0 0.0 0.0 0.408
H 5.0611 0.4418 -5.1467 0.0 0.0 0.0 0.398
H 3.3517 1.8389 -6.2554 0.0 0.0 0.0 0.389
H 1.0250 1.8474 -5.4309 0.0 0.0 0.0 0.412
H 0.3920 0.4242 -3.4911 0.0 0.0 0.0 0.410
O 3.0769 1.1267 -0.3073 0.0 0.1 -0.1 -0.518
S 2.1185 2.2342 -0.5470 0.0 -0.1 0.0 0.201
N 0.6839 1.9687 -0.3430 0.0 -0.3 0.0 -0.163
```
Forces are in eV/Å.

For the largest force on an atom, the calculation gives 0.01134 hartree/bohr. As for the spin multiplicity: 1. The HOMO-LUMO gap comes out at 0.23454 Eh.